4 unconnected molecules or ions with the total composition C25H41F8NO17PS4 in a non-equilibrium geometry, computed with ωB97M-V/def2-TZVPD.

Structure (XYZ):
```
97
Properties=species:S:1:pos:R:3:lowdin_charge:R:1
O -5.91 1.84 2.80 0.17
C -6.03 2.18 1.72 -0.63
F -6.93 1.55 0.96 0.08
C -5.33 3.23 0.99 -0.18
P -3.70 2.71 0.04 0.66
C -4.61 1.48 -1.13 -0.24
O -4.38 1.88 -2.49 -0.21
O -5.58 2.58 -2.90 -0.06
O -2.19 2.24 -0.76 -0.24
C -1.59 1.14 -0.16 -0.40
C -0.13 0.97 -0.51 -0.06
C 0.00 0.39 -1.91 -0.28
C 1.29 0.57 -2.69 -0.09
O 0.91 -0.64 -2.11 -0.04
C -1.97 1.19 1.30 -0.44
C -1.26 2.21 2.19 -0.12
C -0.51 3.27 1.64 0.00
C 0.06 4.21 2.51 -0.05
C -0.14 4.06 3.89 -0.16
N -0.84 3.05 4.43 0.06
C -1.38 2.15 3.59 -0.07
S -1.87 -0.46 2.11 0.83
O -2.97 -0.72 2.99 -0.24
O -0.53 -0.60 2.63 -0.28
C -2.03 -1.82 0.83 -0.42
F -1.58 -2.92 1.50 0.10
F -1.22 -1.63 -0.21 0.12
C -3.49 -2.12 0.35 -0.37
F -3.45 -2.29 -1.00 0.15
F -4.32 -1.12 0.62 0.16
C -4.11 -3.42 0.93 -0.57
F -4.05 -3.43 2.25 0.20
F -3.48 -4.49 0.45 0.18
F -5.38 -3.47 0.55 0.19
O -3.33 1.50 1.26 -0.24
H -5.09 3.98 1.72 0.09
H -5.99 3.60 0.21 0.08
H -3.96 3.72 -0.96 0.03
H -3.00 3.71 0.79 0.03
H -4.26 0.46 -1.08 0.07
H -5.69 1.51 -1.00 0.08
H -5.21 3.11 -3.62 0.08
H -2.09 0.26 -0.58 0.12
H 0.41 1.90 -0.50 0.10
H 0.33 0.25 0.16 0.12
H -0.92 0.37 -2.49 0.15
H 1.91 1.22 -2.10 0.09
H 1.03 0.72 -3.72 0.11
H -0.41 3.37 0.57 0.10
H 0.61 5.05 2.13 0.08
H 0.28 4.78 4.58 0.09
H -1.96 1.37 4.05 0.11
O 1.56 -3.62 -7.23 -0.28
S 0.40 -2.88 -6.84 0.56
O 0.56 -1.62 -6.18 -0.27
O -0.55 -3.82 -6.00 -0.27
C 0.01 -4.49 -4.84 -0.24
C 0.20 -3.57 -3.65 -0.07
C -0.67 -2.67 -8.22 -0.13
H 0.94 -4.98 -5.13 0.11
H -0.72 -5.27 -4.61 0.12
H 0.96 -2.82 -3.84 0.07
H 0.50 -4.16 -2.78 0.09
H -0.73 -3.05 -3.42 0.09
H -0.80 -3.63 -8.71 0.07
H -0.19 -1.96 -8.89 0.07
H -1.62 -2.27 -7.87 0.08
O 5.56 -2.15 2.79 -0.29
S 4.83 -3.37 3.00 0.56
O 4.68 -4.29 1.91 -0.27
O 3.44 -3.04 3.66 -0.26
C 2.58 -2.05 3.02 -0.22
C 1.87 -2.55 1.78 -0.06
C 5.51 -4.23 4.38 -0.13
H 3.16 -1.16 2.81 0.10
H 1.85 -1.80 3.79 0.12
H 2.56 -2.76 0.97 0.08
H 1.18 -1.78 1.46 0.05
H 1.32 -3.47 2.00 0.09
H 5.62 -3.54 5.21 0.07
H 6.48 -4.61 4.06 0.07
H 4.84 -5.05 4.63 0.07
O 3.34 2.65 -0.32 -0.27
S 4.42 3.39 0.25 0.55
O 5.73 3.29 -0.33 -0.28
O 4.50 3.10 1.80 -0.26
C 4.54 1.71 2.23 -0.24
C 5.86 1.03 1.97 -0.06
C 3.97 5.09 0.37 -0.12
H 3.71 1.18 1.77 0.11
H 4.33 1.77 3.30 0.12
H 6.04 0.92 0.90 0.08
H 5.87 0.04 2.42 0.05
H 6.69 1.62 2.38 0.08
H 2.99 5.16 0.83 0.06
H 3.96 5.48 -0.64 0.08
H 4.72 5.61 0.97 0.07
```

The value obtained for the orbital gap is 7.18 eV. Its HOMO energy is -5.23 eV. As for the net charge: -1.



12 unconnected molecules or ions with the total composition C25H41FN12O3S2 in a non-equilibrium geometry, computed with ωB97M-V/def2-TZVPD.

Structure (XYZ):
```
84
Properties=species:S:1:pos:R:3:lowdin_charge:R:1
C -1.14 -3.71 -3.28 -0.18
C 0.35 -3.55 -2.97 -0.52
S 1.26 -3.45 -4.55 0.89
C 2.37 -2.05 -4.46 -0.50
N 1.74 -0.71 -4.60 -0.29
O 2.40 0.10 -5.53 -0.02
S 1.66 0.16 -3.15 0.60
O 2.71 -0.16 -2.23 -0.26
O 1.48 1.53 -3.48 -0.24
F 0.32 -0.33 -2.55 -0.11
H -1.49 -2.83 -3.83 0.05
H -1.69 -3.85 -2.35 0.05
H -1.29 -4.58 -3.93 0.06
H 0.53 -2.67 -2.36 0.05
H 0.73 -4.41 -2.42 0.07
H 2.99 -2.16 -5.35 0.09
H 3.02 -2.12 -3.59 0.08
H 3.34 0.14 -5.28 0.12
C -2.54 -1.90 0.51 -0.08
C -1.68 -3.08 0.39 -0.29
N -1.06 -4.04 0.31 0.14
H -2.45 -1.27 -0.37 0.05
H -3.58 -2.23 0.61 0.08
H -2.27 -1.32 1.38 0.07
C -2.41 -2.40 4.62 -0.07
C -3.37 -3.11 3.79 -0.28
N -4.15 -3.68 3.15 0.14
H -1.43 -2.84 4.53 0.08
H -2.35 -1.35 4.31 0.06
H -2.73 -2.44 5.66 0.05
C -1.76 1.44 5.94 -0.08
C -0.72 0.45 5.68 -0.30
N 0.08 -0.35 5.47 0.13
H -1.75 2.20 5.17 0.08
H -2.73 0.94 5.96 0.06
H -1.59 1.90 6.91 0.08
C 2.30 2.35 -0.32 -0.08
C 2.57 3.49 0.54 -0.27
N 2.79 4.42 1.20 0.14
H 2.31 1.43 0.26 0.09
H 1.33 2.46 -0.80 0.07
H 3.06 2.28 -1.09 0.07
C 2.48 6.07 -1.85 -0.07
C 2.27 7.50 -2.06 -0.26
N 2.09 8.62 -2.22 0.14
H 3.17 5.69 -2.60 0.09
H 2.89 5.90 -0.86 0.05
H 1.53 5.54 -1.93 0.08
C 5.92 0.12 0.02 -0.07
C 6.52 -0.61 -1.10 -0.29
N 6.97 -1.17 -1.99 0.12
H 5.93 1.19 -0.19 0.08
H 4.90 -0.21 0.15 0.07
H 6.48 -0.07 0.93 0.08
C -2.63 3.20 -1.38 -0.06
C -3.32 2.00 -0.91 -0.27
N -3.88 1.06 -0.57 0.14
H -1.60 2.95 -1.64 0.07
H -3.13 3.60 -2.26 0.09
H -2.63 3.95 -0.59 0.08
C -2.76 -3.26 8.60 -0.08
C -2.84 -1.81 8.41 -0.27
N -2.91 -0.68 8.25 0.14
H -3.09 -3.76 7.70 0.03
H -1.73 -3.54 8.82 0.09
H -3.40 -3.56 9.42 0.09
C 2.59 11.11 -4.27 -0.11
C 2.91 12.29 -5.07 -0.29
N 3.16 13.22 -5.70 0.12
H 1.99 10.42 -4.85 0.08
H 3.50 10.61 -3.96 0.07
H 2.03 11.40 -3.38 0.07
C -1.91 -7.45 7.00 -0.06
C -3.07 -6.66 7.40 -0.27
N -3.98 -6.04 7.71 0.14
H -1.08 -7.26 7.67 0.08
H -2.16 -8.51 7.04 0.08
H -1.63 -7.19 5.98 0.09
C -2.67 -4.29 -7.45 -0.07
C -2.04 -3.09 -6.90 -0.28
N -1.54 -2.15 -6.47 0.14
H -1.92 -5.05 -7.63 0.08
H -3.41 -4.67 -6.75 0.08
H -3.17 -4.05 -8.39 0.08
```

The value obtained for the orbital gap is 8.87 eV. Its HOMO energy is -9.06 eV. As for the net charge: 0.



A molecular structure, C25H41IrN2O8S2Si, computed with ωB97M-V/def2-TZVPD.

Structure (XYZ):
```
80
Properties=species:S:1:pos:R:3:lowdin_charge:R:1
Ir -0.70 2.36 -0.24 1.25
O 1.32 2.35 -0.62 -0.19
C 1.72 3.72 -0.81 -0.14
C 1.14 4.51 0.35 -0.11
N -0.34 4.30 0.38 -0.27
C -0.84 4.25 1.77 -0.07
C -0.24 3.00 2.44 -0.60
O 0.15 3.03 3.58 0.11
O -0.15 1.93 1.66 -0.19
C -0.99 5.21 -0.62 -0.04
C -1.79 4.41 -1.67 -0.64
O -2.84 4.82 -2.11 0.09
O -1.22 3.28 -2.03 -0.18
H 1.69 2.00 0.22 0.09
H 1.27 4.02 -1.76 0.13
H 2.80 3.81 -0.89 0.14
H 1.38 5.57 0.26 0.15
H 1.56 4.16 1.30 0.14
H -1.93 4.19 1.75 0.12
H -0.55 5.13 2.35 0.15
H -0.20 5.72 -1.17 0.13
H -1.60 5.97 -0.13 0.14
S -5.25 2.47 -0.22 1.19
C -3.71 3.11 0.04 -0.41
N -2.73 2.23 0.16 -0.10
C -3.25 0.96 0.08 -0.34
C -2.37 -0.21 0.19 -0.46
C -3.08 -1.49 -0.01 -0.06
C -4.42 -1.53 -0.29 -0.06
C -5.22 -0.38 -0.37 -0.04
C -4.59 0.87 -0.18 -0.44
H -3.56 4.18 0.07 0.09
H -1.79 -0.19 1.12 0.09
H -2.51 -2.40 0.07 0.10
H -4.90 -2.49 -0.43 0.12
H -6.28 -0.45 -0.58 0.12
C 3.97 -0.53 -1.88 -0.01
C 3.26 -0.79 -0.56 -0.61
C 3.50 -2.21 -0.08 -0.01
C 3.68 0.22 0.51 -0.01
O 1.85 -0.58 -0.81 -0.14
Si 0.49 -1.27 -0.28 0.06
S -1.01 0.19 -1.05 0.88
O 0.07 -2.69 -0.89 -0.13
C 0.02 -3.34 -2.19 -0.61
C -1.41 -3.83 -2.36 -0.02
C 0.40 -2.37 -3.30 -0.02
C 0.99 -4.51 -2.14 -0.01
O 0.25 -1.21 1.30 -0.13
C 0.27 -1.99 2.52 -0.60
C 0.38 -3.47 2.20 -0.02
C 1.47 -1.50 3.34 -0.01
C -1.02 -1.67 3.25 -0.01
H 5.05 -0.56 -1.74 0.10
H 3.70 0.45 -2.26 0.09
H 3.69 -1.28 -2.62 0.09
H 4.57 -2.38 0.08 0.11
H 3.15 -2.93 -0.82 0.07
H 2.99 -2.41 0.86 0.07
H 4.68 -0.01 0.87 0.10
H 2.99 0.19 1.35 0.08
H 3.71 1.23 0.09 0.08
H -2.10 -2.99 -2.38 0.08
H -1.68 -4.49 -1.54 0.09
H -1.51 -4.38 -3.30 0.10
H -0.32 -1.56 -3.38 0.07
H 0.41 -2.90 -4.26 0.10
H 1.39 -1.95 -3.13 0.08
H 0.76 -5.16 -1.29 0.10
H 2.02 -4.16 -2.06 0.07
H 0.91 -5.10 -3.06 0.10
H 1.26 -3.68 1.61 0.08
H -0.50 -3.82 1.65 0.09
H 0.44 -4.04 3.13 0.10
H 2.41 -1.79 2.87 0.07
H 1.44 -1.94 4.33 0.10
H 1.43 -0.42 3.43 0.09
H -1.89 -1.98 2.66 0.08
H -1.09 -0.60 3.46 0.10
H -1.06 -2.20 4.20 0.10
```

The value obtained for the orbital gap (spin up / spin down) is 7.60 / 7.86 eV. Its spin multiplicity is 2. Its HOMO energy (spin up / spin down) is -10.22 / -11.83 eV. As for the net charge: +1. Its relative energy (zero: lowest compared OMol25 entry of this formula, charge and spin) is 0.00 kcal per mole. The expectation value of S² is 0.79.



3 unconnected molecules or ions with the total composition C25H42Cl2O10P2 in a non-equilibrium geometry, computed with ωB97M-V/def2-TZVPD.

Structure (XYZ):
```
81
Properties=species:S:1:pos:R:3:lowdin_charge:R:1
C -2.07 3.20 0.96 0.15
C -2.47 2.18 0.45 -0.05
C -3.01 0.92 -0.09 -0.36
O -2.42 0.60 -1.34 0.00
C -1.29 -0.16 -1.29 -0.39
O -0.32 0.21 -1.89 0.14
C -1.26 -1.46 -0.56 -0.13
C -0.07 -1.97 -0.08 -0.01
C -0.07 -3.16 0.63 -0.07
C -1.24 -3.85 0.88 -0.07
C -2.43 -3.35 0.37 -0.06
C -2.44 -2.16 -0.34 -0.04
C -4.55 1.10 -0.22 -0.66
Cl -5.44 -0.38 0.20 0.68
C -4.99 1.71 -1.55 -0.71
C -6.46 2.21 -1.40 -0.13
Cl -5.00 0.51 -2.88 0.64
H -1.86 4.06 1.55 0.04
H -2.85 0.17 0.68 0.14
H 0.86 -1.45 -0.24 0.12
H 0.87 -3.55 1.02 0.11
H -1.25 -4.77 1.46 0.11
H -3.37 -3.86 0.55 0.11
H -3.38 -1.80 -0.71 0.08
H -4.81 1.83 0.54 0.11
H -4.39 2.58 -1.80 0.11
H -6.51 3.28 -1.58 0.08
H -7.11 1.68 -2.10 0.05
H -6.83 1.96 -0.41 0.06
C 1.15 4.67 5.82 -0.08
C 0.59 4.17 7.13 -0.28
O -0.41 3.17 6.95 -0.19
P 0.01 1.70 6.42 0.49
O 1.02 1.16 7.35 -0.22
O -1.35 0.89 6.78 -0.20
C -1.34 -0.21 7.69 -0.29
C -1.62 0.25 9.11 -0.07
O -0.46 1.86 4.88 -0.17
C 0.46 1.68 3.79 -0.27
C 1.37 0.49 3.95 -0.08
H 1.76 3.90 5.33 0.06
H 1.79 5.54 5.97 0.08
H 0.35 4.94 5.13 0.08
H 1.39 3.78 7.77 0.11
H 0.12 4.99 7.67 0.12
H -0.40 -0.75 7.63 0.10
H -2.12 -0.89 7.36 0.12
H -0.99 1.09 9.39 0.07
H -1.46 -0.56 9.81 0.08
H -2.66 0.59 9.20 0.08
H 1.04 2.60 3.65 0.10
H -0.15 1.56 2.89 0.11
H 2.03 0.61 4.82 0.07
H 2.00 0.37 3.07 0.08
H 0.79 -0.42 4.10 0.09
C 5.83 -2.73 -7.15 -0.08
C 5.71 -2.06 -5.79 -0.28
O 4.68 -1.08 -5.75 -0.19
P 3.13 -1.56 -5.79 0.49
O 2.91 -2.50 -4.68 -0.22
O 2.41 -0.19 -5.33 -0.19
C 1.62 -0.13 -4.14 -0.28
C 2.45 0.27 -2.94 -0.08
O 2.83 -1.21 -7.35 -0.17
C 2.37 -2.22 -8.27 -0.27
C 1.30 -3.12 -7.70 -0.08
H 4.97 -3.37 -7.34 0.06
H 6.73 -3.34 -7.20 0.08
H 5.87 -1.98 -7.94 0.09
H 5.55 -2.81 -5.01 0.11
H 6.64 -1.54 -5.55 0.12
H 1.11 -1.08 -3.96 0.10
H 0.85 0.62 -4.31 0.11
H 3.36 -0.33 -2.86 0.08
H 1.88 0.16 -2.02 0.04
H 2.77 1.31 -3.02 0.08
H 3.23 -2.81 -8.62 0.10
H 1.98 -1.69 -9.14 0.12
H 1.68 -3.70 -6.85 0.07
H 0.95 -3.82 -8.45 0.08
H 0.45 -2.53 -7.34 0.09
```

The value obtained for the orbital gap is 10.13 eV. Its HOMO energy is -9.88 eV. As for the net charge: 0.